No. 1
The following is a quantum chemistry calculation of the molecule C20H22N4O5S2 in a non-equilibrium geometry, from the Open Molecules 2025 dataset.

HOMO energy = -8.32 eV

Atoms and positions in Å:
C -2.97498 4.54849 -1.96354
C -2.90203 3.38939 -0.97845
N -1.63081 3.39500 -0.27686
C -0.42695 3.24440 -1.00430
C 0.68489 3.96207 -0.58964
C 1.89005 3.85248 -1.26098
C 1.99646 3.02391 -2.37200
O 3.12414 2.85228 -3.11733
C 4.27078 3.59741 -2.78227
C 0.87896 2.29641 -2.78266
C -0.31773 2.39862 -2.10580
S -1.64080 2.69345 1.21328
O -0.40145 2.93497 1.88124
O -2.85778 3.02967 1.88311
C -1.68035 0.92731 0.88118
N -1.97125 0.42296 -0.26573
N -1.88529 -0.89925 -0.30732
C -1.52082 -1.40865 0.82677
N -1.32685 -2.74358 1.02544
C -0.88944 -3.23742 2.22263
O -0.75315 -2.54035 3.20044
C -0.59990 -4.73270 2.18906
O -0.27750 -5.20690 0.90844
C 0.91698 -4.79636 0.34828
C 1.75229 -3.82815 0.88710
C 2.90880 -3.47169 0.21452
C 3.25841 -4.06218 -0.99174
C 4.51464 -3.65438 -1.69859
C 2.41564 -5.03549 -1.51397
C 1.25772 -5.40142 -0.85750
S -1.25099 -0.23394 2.09755
H -3.95817 4.57393 -2.42557
H -2.80184 5.48836 -1.44765
H -2.22278 4.43560 -2.74050
H -3.65780 3.50510 -0.19915
H -3.07094 2.43450 -1.48804
H 0.60185 4.59866 0.27589
H 2.73531 4.42245 -0.90766
H 4.08133 4.67405 -2.84127
H 5.02452 3.32432 -3.51938
H 4.63608 3.34690 -1.78115
H 0.97495 1.64704 -3.63866
H -1.16323 1.81342 -2.42815
H -1.43506 -3.36245 0.22976
H 0.18365 -4.95675 2.92296
H -1.50929 -5.26889 2.48144
H 1.52174 -3.33998 1.82124
H 3.54759 -2.71277 0.64032
H 5.38663 -3.91703 -1.10033
H 4.53058 -2.57708 -1.85414
H 4.59577 -4.14765 -2.66326
H 2.66624 -5.51622 -2.44864
H 0.60091 -6.15506 -1.26111

No. 2
The following is a quantum chemistry calculation of the molecule C20H22N6O4S in a non-equilibrium geometry, from the Open Molecules 2025 dataset.

HOMO energy = -8.60 eV

Atoms and positions in Å:
C 4.27110 0.02366 -0.55419
O 2.94053 -0.43013 -0.54786
C 1.99942 0.50443 -0.06760
C 2.01557 0.69704 1.45316
C 1.92891 -0.64401 2.18772
N 0.65252 -1.27737 1.98927
C -0.51060 -0.95355 2.61442
S -0.59218 0.18068 3.92687
C -2.40036 0.39820 4.05772
C -2.87012 1.19690 2.85330
O -2.90968 2.40386 2.82508
N -3.26983 0.39941 1.81748
N -3.31734 0.96658 0.54513
C -2.14993 1.23567 -0.09876
O -1.08189 0.84594 0.33772
C -2.28734 1.94820 -1.39483
C -3.25159 2.92417 -1.62134
C -3.30082 3.56172 -2.85002
C -2.40818 3.23680 -3.85268
C -1.43070 2.26998 -3.62600
O -0.56204 1.98381 -4.62648
C -1.37226 1.63453 -2.39381
N -1.51132 -1.63019 2.10369
N -1.02519 -2.37871 1.10459
C 0.26227 -2.17688 1.02851
C 1.14126 -2.81625 0.05943
C 2.32515 -3.44807 0.42906
C 3.10716 -4.00846 -0.56720
N 2.78829 -3.98554 -1.84865
C 1.64910 -3.41012 -2.19309
C 0.78813 -2.81596 -1.28721
H 4.85270 -0.75024 -1.05207
H 4.36472 0.96459 -1.10961
H 4.66271 0.17234 0.45841
H 1.02416 0.11267 -0.36166
H 2.14408 1.47921 -0.55446
H 2.92908 1.20288 1.76833
H 1.16308 1.32314 1.71577
H 2.70506 -1.30989 1.80611
H 2.06804 -0.49321 3.26256
H -2.86077 -0.58518 4.11961
H -2.54954 0.97034 4.97187
H -2.91009 -0.57182 1.82874
H -4.18964 1.39295 0.26873
H -3.93409 3.21905 -0.83899
H -4.04402 4.32414 -3.02748
H -2.44110 3.72459 -4.81357
H 0.06646 1.31065 -4.33688
H -0.61590 0.88719 -2.19464
H 2.62118 -3.52539 1.46480
H 4.03963 -4.50318 -0.32677
H 1.42086 -3.42635 -3.25104
H -0.13467 -2.35487 -1.60120

no.,orbital gap (eV),LUMO level (eV),molecular weight (g/mol)
1,8.721,0.40,462.55
2,9.032,0.43,442.50